{"formula": "C4H11NOS", "method": "ωB97M-V/def2-TZVPD", "species": ["C", "C", "N", "O", "H", "H", "H", "H", "H", "C", "C", "S", "H", "H", "H", "H", "H", "H"], "coordinates": [[-0.537679, -1.669284, -2.043859], [-0.224004, -0.201380, -1.856632], [1.087956, 0.139266, -1.991821], [-1.090996, 0.612490, -1.624876], [-0.003133, -2.360180, -1.404136], [-0.529058, -1.940910, -3.103161], [-1.611869, -1.772333, -1.850223], [1.397904, 1.047496, -1.690306], [1.779809, -0.552749, -2.213651], [0.665362, 1.584364, 2.118262], [-0.454018, 0.671396, 1.642421], [-0.446122, -0.714278, 2.853202], [1.588004, 1.014409, 2.043868], [0.575567, 1.924876, 3.145693], [0.780029, 2.442806, 1.451389], [-1.464122, 1.083305, 1.595609], [-0.213095, 0.251129, 0.667634], [-1.300534, -1.560425, 2.260587]], "forces_ev_per_a": [[-1.56, 0.11, -0.48], [0.19, -0.30, -0.20], [0.11, -0.05, 0.13], [-0.03, 0.23, 0.15], [0.37, -0.01, -0.11], [0.76, -0.08, 0.05], [0.24, 0.06, 0.42], [-0.10, 0.06, -0.17], [0.01, -0.03, 0.12], [0.10, 0.12, -0.67], [-0.10, -0.77, 0.36], [-0.05, -0.04, 0.02], [0.21, -0.01, 0.10], [-0.25, 0.05, 0.06], [-0.14, 0.06, 0.15], [0.32, 0.28, 0.08], [-0.04, 0.21, 0.10], [-0.03, 0.13, -0.10]], "mulliken_charge": [-1.183, 0.684, -0.355, -0.585, 0.346, 0.378, 0.320, 0.239, 0.188, -1.252, 0.257, -0.264, 0.350, 0.362, 0.322, 0.358, -0.271, 0.106], "e_tot_ha": -687.1957, "lumo_ev": 0.7, "gap_ev": 9.55, "homo_energy_ev": -8.85, "max_force_ev_per_a": 1.64, "smiles": "CC(N)=O.CCS"}



{"formula": "C2H7S2", "method": "ωB97M-V/def2-TZVPD", "species": ["C", "S", "H", "H", "H", "H", "C", "S", "H", "H", "H"], "coordinates": [[2.101937, -1.404545, 0.995367], [1.580238, 0.293571, 0.600625], [2.237413, -1.976069, 0.085689], [3.123181, -1.340315, 1.440271], [1.591606, -1.984355, 1.690133], [0.219559, 0.072306, 0.180144], [-1.843302, 1.229562, -1.507664], [-1.788345, -0.188900, -0.293316], [-2.460008, 1.047629, -2.356421], [-2.183187, 2.193905, -1.001300], [-0.750656, 1.362064, -1.881678]], "forces_ev_per_a": [[2.33, 0.95, -1.02], [-0.23, -0.17, 0.23], [-0.17, -0.19, -0.22], [-0.52, 0.24, -0.37], [-1.67, -0.62, 1.19], [0.18, -0.15, 0.19], [2.20, 0.75, 1.38], [-0.24, 0.50, -0.53], [-0.57, -0.26, -0.64], [0.48, -1.15, -0.68], [-1.79, 0.12, 0.46]], "mulliken_charge": [-0.810, -0.270, 0.250, 0.246, 0.315, 0.016, -0.672, -0.628, 0.236, 0.170, 0.146], "e_tot_ha": -876.7803, "lumo_ev": 3.7, "gap_ev": 6.44, "charge": -1, "homo_energy_ev": -2.70, "max_force_ev_per_a": 2.71}



What did the second record say?
{"formula": "C2H7S2", "method": "ωB97M-V/def2-TZVPD", "species": ["C", "S", "H", "H", "H", "H", "C", "S", "H", "H", "H"], "coordinates": [[2.101937, -1.404545, 0.995367], [1.580238, 0.293571, 0.600625], [2.237413, -1.976069, 0.085689], [3.123181, -1.340315, 1.440271], [1.591606, -1.984355, 1.690133], [0.219559, 0.072306, 0.180144], [-1.843302, 1.229562, -1.507664], [-1.788345, -0.188900, -0.293316], [-2.460008, 1.047629, -2.356421], [-2.183187, 2.193905, -1.001300], [-0.750656, 1.362064, -1.881678]], "forces_ev_per_a": [[2.33, 0.95, -1.02], [-0.23, -0.17, 0.23], [-0.17, -0.19, -0.22], [-0.52, 0.24, -0.37], [-1.67, -0.62, 1.19], [0.18, -0.15, 0.19], [2.20, 0.75, 1.38], [-0.24, 0.50, -0.53], [-0.57, -0.26, -0.64], [0.48, -1.15, -0.68], [-1.79, 0.12, 0.46]], "mulliken_charge": [-0.810, -0.270, 0.250, 0.246, 0.315, 0.016, -0.672, -0.628, 0.236, 0.170, 0.146], "e_tot_ha": -876.7803, "lumo_ev": 3.7, "gap_ev": 6.44, "charge": -1, "homo_energy_ev": -2.70, "max_force_ev_per_a": 2.71}